Record 1
Density functional theory data (ωB97M-V/def2-TZVPD) for a structure of composition C17H31FIN3O5.

Calculated values
Frontier orbital gap = 2.959 eV

```
! RIJCOSX wB97M-V def2-TZVPD def2/J DEFGRID3
* xyz 0 1
C -1.494 -0.107 -4.267
C 0.021 0.047 -3.583
O 1.048 -0.703 -3.987
N 0.118 1.155 -2.510
C 0.917 2.216 -3.173
N 0.515 0.676 -1.313
C 1.250 1.514 -0.331
C 2.897 1.661 -0.586
C 3.748 1.118 0.734
C 3.484 2.016 2.080
O 4.490 2.816 2.502
O 2.258 2.016 2.894
C 0.533 2.955 0.074
O -0.944 2.835 -0.158
C -1.435 1.516 0.292
C -3.064 1.407 0.444
C -3.438 1.906 1.984
O -2.987 1.276 3.102
F -4.325 3.084 2.152
C -0.789 0.251 -0.593
C -0.607 -1.127 0.296
C -0.769 -2.405 -0.752
C -0.330 -3.834 -0.041
C -1.490 -4.150 1.103
C -0.986 -3.678 2.597
N -0.905 -4.859 3.580
H -1.463 -0.700 -5.296
H -1.820 1.014 -4.516
H -2.296 -0.523 -3.523
H 0.474 2.370 -4.271
H 0.854 3.297 -2.675
H 2.029 1.852 -3.325
H 1.049 -0.239 -1.422
H 1.236 0.908 0.702
H 3.231 1.160 -1.595
H 3.084 2.834 -0.627
H 4.905 1.183 0.482
H 3.400 0.010 0.991
H 2.435 2.491 3.776
H 1.005 3.866 -0.506
H 0.639 3.210 1.228
H -0.985 1.364 1.388
H -3.667 1.974 -0.384
H -3.349 0.250 0.418
H -1.654 -0.004 -1.376
H -1.364 -1.194 1.217
H 0.475 -1.164 0.792
H -0.087 -2.156 -1.698
H -1.927 -2.433 -1.042
H -0.296 -4.674 -0.887
H 0.755 -3.728 0.447
H -2.434 -3.468 0.839
H -1.856 -5.280 1.056
H -1.688 -2.812 3.010
H 0.096 -3.190 2.490
H 0.046 -5.312 3.454
H -0.926 -4.484 4.575
I 2.385 3.975 3.741
*
```

=====

Record 2
Density functional theory data (ωB97M-V/def2-TZVPD) for a structure of composition C17H31GeO10SSeTi.

Calculated values
<S²> = 0.760
Energy above the lowest of the compared OMol25 structures with the same formula, charge and spin = 20.33 kcal per mole
Frontier orbital gap (spin up / spin down) = 7.855 / 6.847 eV

```
! RIJCOSX wB97M-V def2-TZVPD def2/J DEFGRID3
* xyz 0 2
Ti -1.587 1.539 1.618
O 0.679 -1.511 3.373
C 0.379 -0.591 2.582
O -0.690 0.112 2.701
C 1.352 -0.115 1.569
C 1.588 1.402 1.841
C 2.841 1.956 1.135
C 2.488 1.963 -0.381
C 0.984 1.423 -0.289
O 0.562 1.969 1.015
C 0.912 -0.126 0.063
C -0.570 -0.565 0.038
O -1.024 -1.665 -0.114
O -1.401 0.435 0.148
H 2.304 -0.645 1.723
H 1.370 1.782 2.897
H 3.020 2.855 1.587
H 3.687 1.294 1.311
H 2.387 2.926 -0.686
H 3.168 1.349 -1.009
H 0.341 1.822 -1.070
H 1.531 -0.789 -0.588
C 2.953 -3.514 -2.652
Ge 2.029 -2.291 -3.910
C 2.148 -0.385 -3.344
C 2.590 -2.552 -5.765
C 0.173 -2.992 -3.918
Se -0.869 -1.688 -4.986
C -2.484 -2.695 -4.991
H 4.064 -3.513 -2.721
H 2.595 -4.561 -2.768
H 2.681 -3.279 -1.613
H 1.714 0.399 -3.992
H 3.238 -0.151 -3.297
H 1.623 -0.325 -2.343
H 3.647 -2.345 -5.868
H 2.099 -1.857 -6.500
H 2.346 -3.605 -6.020
H -0.295 -2.944 -2.958
H 0.355 -3.969 -4.329
H -2.304 -3.792 -5.016
H -3.040 -2.301 -5.893
H -3.002 -2.304 -4.130
C -0.547 4.381 4.969
S -1.792 3.197 4.574
C -1.184 1.859 5.425
O -1.407 2.962 3.092
H -0.502 4.679 6.063
H -0.777 5.319 4.482
H 0.340 4.064 4.466
H -0.182 1.636 5.176
H -1.791 0.952 5.134
H -1.204 2.025 6.495
O -2.119 3.051 0.399
O -3.118 2.253 0.574
C -5.110 -0.897 2.091
O -3.780 -0.323 1.929
C -3.300 0.689 2.666
O -3.810 1.112 3.702
H -5.539 -0.800 1.098
H -5.654 -0.348 2.863
H -5.107 -1.966 2.354
*
```

=====

Record 3
Density functional theory data (ωB97M-V/def2-TZVPD) for a cluster of 3 separate species, C17H31N2O7P in total.

Calculated values
SMILES = C[C@@H]1OC(=O)O[C@]1(COCOCCO)P(C)O.CCCC#N.CCCC#N
Frontier orbital gap = 8.756 eV

```
! RIJCOSX wB97M-V def2-TZVPD def2/J DEFGRID3
* xyz 0 1
C -3.299 0.175 1.286
C -3.099 1.667 1.119
O -4.233 2.449 0.725
C -3.701 3.616 0.237
O -4.366 4.500 -0.047
O -2.349 3.529 0.172
C -2.064 2.116 0.083
C -0.644 1.679 0.466
O 0.090 2.728 1.106
C 0.764 2.299 2.240
O 1.833 1.424 2.001
C 2.607 1.744 0.856
C 3.224 3.140 0.852
O 3.702 3.409 -0.462
P -2.639 1.546 -1.624
C -1.569 0.108 -2.077
O -2.097 2.755 -2.638
H -2.529 -0.168 1.951
H -3.189 -0.341 0.344
H -4.287 0.007 1.700
H -2.843 2.096 2.092
H -0.110 1.433 -0.449
H -0.599 0.795 1.097
H 1.150 3.193 2.728
H 0.076 1.843 2.949
H 2.043 1.549 -0.054
H 3.426 1.037 0.853
H 2.518 3.930 1.104
H 4.037 3.182 1.568
H 2.939 3.290 -1.032
H -1.977 -0.316 -2.982
H -0.566 0.466 -2.283
H -1.531 -0.640 -1.295
H -1.601 3.419 -2.139
C 1.329 -1.037 -4.729
C 2.443 -2.034 -4.439
C 2.152 -2.924 -3.225
C 1.993 -2.119 -2.006
N 1.869 -1.497 -1.065
H 1.192 -0.340 -3.902
H 1.565 -0.449 -5.616
H 0.380 -1.548 -4.906
H 3.376 -1.491 -4.277
H 2.591 -2.672 -5.312
H 2.970 -3.627 -3.069
H 1.239 -3.500 -3.383
C -1.351 -4.015 3.413
C 0.127 -4.111 3.053
C 0.812 -2.743 2.970
C 0.183 -1.913 1.940
N -0.300 -1.268 1.142
H -1.913 -3.468 2.654
H -1.791 -5.009 3.490
H -1.490 -3.509 4.371
H 0.231 -4.630 2.097
H 0.641 -4.716 3.802
H 1.867 -2.858 2.724
H 0.744 -2.223 3.927
*
```

=====

Record 4
Density functional theory data (ωB97M-V/def2-TZVPD) for a structure of composition C17H31N2OP3Y.

Calculated values
<S²> = 0.784
Energy above the lowest of the compared OMol25 structures with the same formula, charge and spin = 0.00 kcal per mole
Frontier orbital gap (spin up / spin down) = 7.521 / 5.088 eV

```
! RIJCOSX wB97M-V def2-TZVPD def2/J DEFGRID3
* xyz 2 2
Y 0.260 0.090 -0.142
P 0.210 2.974 0.052
P 1.953 -2.216 0.595
N -1.554 0.895 -1.281
N -0.920 -1.809 -0.528
H -3.285 0.049 -2.001
H -2.999 -2.173 -0.619
H -3.289 0.071 -0.245
C -2.620 -0.050 -1.130
H -2.214 -1.888 -2.189
C -2.234 -1.551 -1.132
H -2.945 2.510 -1.141
H -1.071 -3.868 -0.979
C -2.036 2.233 -1.715
C -0.430 -3.069 -0.553
H -1.527 4.248 -1.037
C -0.993 3.341 -1.379
H -0.358 3.660 -2.228
H 3.036 -2.477 -0.298
H 2.402 -3.010 1.692
H 1.319 3.713 -0.463
H -0.229 4.019 0.902
O 2.117 0.126 -1.558
C 1.961 0.102 -2.823
C 2.038 1.383 -3.593
C 1.452 -1.104 -3.533
H -2.494 2.370 -2.715
H 1.553 2.205 -3.057
H 3.083 1.660 -3.770
H 1.503 1.235 -4.529
H 0.743 -1.675 -2.929
H 0.823 -0.773 -4.371
H 2.300 -1.691 -3.898
C 0.846 -3.451 -0.111
H 1.128 -4.504 -0.234
C 0.882 -0.302 4.080
P -0.557 -0.334 2.941
C -0.967 -2.136 3.041
C -1.849 0.346 4.087
C -3.135 -0.228 4.165
C -4.065 0.228 5.108
C -3.737 1.285 5.964
C -2.492 1.913 5.846
C -1.561 1.456 4.908
H 1.718 -0.828 3.608
H 0.637 -0.786 5.034
H 1.169 0.739 4.272
H -0.083 -2.738 2.794
H -1.311 -2.387 4.057
H -1.763 -2.369 2.320
H -3.412 -1.054 3.502
H -5.045 -0.253 5.181
H -4.462 1.635 6.708
H -2.240 2.756 6.497
H -0.590 1.956 4.828
*
```

=====

Record 5
Density functional theory data (ωB97M-V/def2-TZVPD) for a cluster of 5 separate species, C17H31N3O12PS in total.

Calculated values
Frontier orbital gap = 8.602 eV

```
! RIJCOSX wB97M-V def2-TZVPD def2/J DEFGRID3
* xyz 1 1
N -2.121 3.247 0.157
C -1.288 3.340 1.172
N -0.191 2.543 1.238
N -1.546 4.242 2.156
P -1.677 3.487 3.767
S -3.084 2.159 3.729
H -2.565 4.109 -0.136
H -1.720 2.732 -0.627
H 0.592 2.699 0.633
H -0.158 1.765 1.866
H -2.484 4.602 1.994
H -0.438 2.897 3.964
H -1.885 4.532 4.660
C -2.627 0.742 -5.246
C -1.303 1.195 -4.689
C -0.435 0.103 -4.114
O 0.343 0.837 -3.134
C -0.391 1.879 -2.746
O -0.122 2.587 -1.813
O -1.474 2.041 -3.518
H -3.272 1.598 -5.441
H -2.479 0.197 -6.176
H -3.148 0.094 -4.540
H -0.759 1.779 -5.435
H 0.212 -0.363 -4.848
H -1.001 -0.667 -3.593
C 4.316 -2.230 -2.447
C 3.387 -2.956 -3.385
C 3.415 -2.487 -4.820
O 2.087 -2.823 -5.269
C 1.281 -2.813 -4.188
O 0.094 -2.882 -4.229
O 1.999 -2.712 -3.051
H 4.082 -2.480 -1.413
H 5.350 -2.506 -2.647
H 4.213 -1.150 -2.554
H 3.553 -4.034 -3.323
H 4.161 -2.989 -5.429
H 3.542 -1.406 -4.906
C -0.756 -5.372 -2.513
C -0.211 -6.747 -2.796
C -1.230 -7.861 -2.839
O -0.443 -9.001 -2.466
C 0.581 -8.559 -1.694
O 1.314 -9.252 -1.080
O 0.643 -7.201 -1.728
H 0.053 -4.681 -2.290
H -1.308 -4.992 -3.370
H -1.418 -5.385 -1.645
H 0.388 -6.735 -3.712
H -1.672 -8.008 -3.822
H -2.023 -7.731 -2.099
C 0.250 5.742 10.136
C 0.451 5.498 8.663
C -0.521 6.204 7.748
O -0.535 5.324 6.601
C -0.230 4.082 7.045
O -0.331 3.091 6.389
O 0.193 4.116 8.314
H 0.844 5.043 10.721
H 0.547 6.757 10.396
H -0.794 5.598 10.417
H 1.483 5.718 8.379
H -0.204 7.202 7.460
H -1.531 6.245 8.159
*
```

=====

Record 6
Density functional theory data (ωB97M-V/def2-TZVPD) for a structure of composition C17H31NOPbS2Si3.

Calculated values
Energy above the lowest of the compared OMol25 structures with the same formula, charge and spin = 0.00 kcal per mole
Frontier orbital gap = 8.388 eV

```
! RIJCOSX wB97M-V def2-TZVPD def2/J DEFGRID3
* xyz 0 1
Pb 9.999 11.815 5.108
C 8.407 11.082 10.090
O 8.898 11.504 8.829
Si 10.480 11.902 8.632
C 10.934 12.669 10.243
C 11.572 10.412 8.499
C 10.357 13.008 7.172
Si 11.962 13.966 6.887
C 12.013 15.599 7.787
C 13.472 13.026 7.565
C 12.332 14.322 5.060
Si 8.816 14.091 7.083
C 8.876 15.576 5.875
C 8.288 14.839 8.706
C 7.280 13.107 6.544
H 9.018 10.257 10.480
H 7.330 10.723 10.045
H 8.376 11.888 10.846
H 11.730 13.436 10.213
H 11.294 11.926 10.913
H 10.118 13.160 10.842
H 11.039 9.500 8.923
H 12.468 10.670 9.101
H 11.895 10.156 7.449
H 11.721 15.478 8.837
H 11.424 16.368 7.321
H 13.058 15.931 7.700
H 13.475 13.150 8.690
H 14.443 13.417 7.248
H 13.367 11.926 7.331
H 11.443 14.668 4.527
H 12.608 13.439 4.473
H 13.162 14.988 4.882
H 9.470 16.402 6.235
H 7.866 15.937 5.816
H 9.170 15.359 4.820
H 9.115 15.389 9.150
H 8.036 14.106 9.444
H 7.523 15.593 8.512
H 7.181 12.682 5.546
H 6.476 13.865 6.569
H 7.023 12.382 7.323
S 12.272 10.366 4.897
C 11.082 9.203 5.339
N 9.939 9.576 5.894
C 9.133 8.487 6.163
C 7.943 8.585 6.824
C 7.185 7.433 7.097
C 7.686 6.188 6.736
C 8.901 6.093 6.046
C 9.643 7.250 5.753
S 11.134 7.519 4.959
H 7.679 9.548 7.164
H 6.309 7.479 7.681
H 7.158 5.305 7.054
H 9.288 5.153 5.808
*
```

=====

One value per record, in order, for largest force on an atom: 17.1 3.9 4.6 2.4 1.7 2.4 eV Å⁻¹.
One value per record, in order, for electronic energy: -43638.610 -194417.270 -44731.646 -52054.033 -67292.028 -72225.110 eV.